# 1
C15H30N2O | wB97M-V/def2-TZVPD

For the highest occupied orbital energy, the calculation gives -0.327 Ha. As for the SMILES: CN(C)C(=O)NC1CCCCCCCCCCC1. The value obtained for the relative energy (zero: lowest compared OMol25 entry of this formula, charge and spin) is 0.000 eV.

```
48
Properties=species:S:1:pos:R:3:forces:R:3
C -4.3480 0.0320 1.8404 0.2 0.0 0.0
N -4.5360 0.1478 0.4147 -0.2 0.0 0.1
C -5.8909 0.1419 -0.0828 0.0 0.0 -0.2
C -3.5116 0.3532 -0.4720 -0.2 0.0 0.3
O -3.7095 0.5285 -1.6609 0.0 0.0 -0.5
N -2.2592 0.3874 0.0784 0.2 0.0 0.2
C -1.0842 0.4181 -0.7733 0.1 0.1 -0.2
C -0.0455 1.3559 -0.1412 0.0 -0.1 -0.3
C 1.1745 1.5880 -1.0303 0.0 0.1 0.3
C 2.2451 2.4819 -0.3944 0.0 -0.2 0.1
C 2.9775 1.9047 0.8240 0.1 0.1 -0.1
C 4.1793 0.9975 0.5274 -0.1 -0.1 0.0
C 3.9018 -0.2844 -0.2629 0.0 0.1 0.3
C 2.8661 -1.1921 0.4011 0.1 0.0 -0.5
C 2.2801 -2.2257 -0.5613 -0.1 0.0 0.2
C 0.9518 -2.8267 -0.0869 0.0 0.1 0.0
C -0.1743 -1.8162 0.1677 0.1 -0.1 -0.2
C -0.5793 -1.0061 -1.0703 -0.1 0.2 0.1
H -3.7783 0.8769 2.2379 0.0 0.0 0.1
H -5.3252 0.0275 2.3186 0.0 0.0 0.0
H -3.8381 -0.9006 2.1085 0.0 0.0 0.1
H -5.8430 0.2543 -1.1641 -0.1 0.0 0.1
H -6.3862 -0.8010 0.1626 -0.1 0.0 0.0
H -6.4661 0.9708 0.3388 0.0 0.0 0.0
H -2.1190 -0.0073 0.9926 -0.1 0.0 0.1
H -1.4222 0.8523 -1.7207 0.1 0.0 0.2
H 0.2625 0.9547 0.8258 0.0 0.0 0.1
H -0.5369 2.3122 0.0528 0.0 0.0 0.1
H 1.6140 0.6322 -1.2957 0.1 -0.1 -0.1
H 0.8387 2.0643 -1.9548 0.0 -0.1 -0.1
H 2.9864 2.7308 -1.1575 0.0 0.1 0.0
H 1.7652 3.4168 -0.0926 0.0 0.1 -0.1
H 2.2707 1.3863 1.4714 0.0 0.0 0.1
H 3.3655 2.7460 1.4052 -0.1 0.0 0.1
H 4.9217 1.5802 -0.0242 0.1 0.0 0.1
H 4.6282 0.7242 1.4866 0.1 0.0 0.0
H 3.5680 -0.0157 -1.2663 0.0 -0.1 -0.1
H 4.8434 -0.8271 -0.3796 0.0 0.0 -0.1
H 2.0583 -0.5681 0.7700 -0.1 0.1 0.1
H 3.3117 -1.6951 1.2619 0.0 0.0 0.1
H 2.1339 -1.7621 -1.5391 0.1 0.0 -0.1
H 2.9941 -3.0398 -0.7063 0.0 0.0 -0.1
H 0.6151 -3.5458 -0.8375 0.0 -0.1 0.0
H 1.1272 -3.3773 0.8411 0.0 -0.1 0.0
H 0.1322 -1.1463 0.9714 0.0 0.0 0.1
H -1.0407 -2.3719 0.5363 0.0 0.1 0.1
H 0.2583 -0.9273 -1.7594 0.0 0.0 -0.1
H -1.3769 -1.5299 -1.6013 0.0 0.0 -0.1
```
Forces are in eV/Å.

# 2
C6H7NO | wB97M-V/def2-TZVPD

For the highest occupied orbital energy, the calculation gives -0.362 Ha. The value obtained for the relative energy (zero: lowest compared OMol25 entry of this formula, charge and spin) is 8.273 eV.

```
15
Properties=species:S:1:pos:R:3:forces:R:3
C 0.1478 0.1025 -0.0679 -1.0 3.9 5.5
C -0.2737 -0.8125 -1.0487 -1.5 -0.2 -6.5
C 0.1233 -0.7387 -2.4432 -4.1 -4.5 5.7
C 0.2935 -0.5959 1.3117 -0.3 -4.2 0.6
C 0.5173 -2.0312 1.4318 -0.8 3.4 2.9
C -0.9542 1.1563 0.3061 -2.6 4.6 1.1
H 0.9572 2.0784 -0.2497 0.4 -4.7 0.3
H -1.2330 -1.2102 -0.6036 1.2 -0.5 -1.3
H 1.0243 -0.2886 -2.4799 2.9 1.7 -1.3
H -0.2468 -1.6205 -3.0709 0.6 1.9 0.5
H -0.0344 0.0709 2.2708 1.1 -1.9 -2.5
H 0.9806 -3.0569 0.5913 -1.9 3.8 3.0
H 0.1529 -1.9768 2.8359 1.7 -1.8 -4.3
N -1.4644 2.2022 0.6484 2.3 -5.6 -1.8
O 1.1907 1.0132 -0.0964 2.1 4.1 -1.9
```
Forces are in eV/Å.

# 3
C24H38BrNO4P2RuS2 | wB97M-V/def2-TZVPD

The expectation value of S² is 8.765. For the highest occupied orbital energy (spin up / spin down), the calculation gives -0.375 / -0.400 Ha. The multiplicity is 6. The total charge is +1. The value obtained for the relative energy (zero: lowest compared OMol25 entry of this formula, charge and spin) is 0.137 eV.

```
73
Properties=species:S:1:pos:R:3:forces:R:3
Ru 0.6139 -0.5737 0.7382 0.9 0.7 -0.2
O 2.2576 -1.4412 2.1931 -0.6 0.0 -0.2
N 3.4579 -0.8992 2.2004 0.4 0.3 -0.1
C 4.2774 -1.1631 3.2444 0.0 -0.1 0.1
C 5.5425 -0.6484 3.3053 0.0 0.0 0.0
C 5.9917 0.1811 2.2758 -0.1 0.0 -0.1
C 5.1496 0.4488 1.2242 0.1 0.0 0.1
C 3.8647 -0.1053 1.1761 -0.2 -0.1 -0.1
S 2.8122 0.1558 -0.1516 -0.3 -0.1 -0.1
H 3.8509 -1.8047 3.9999 0.0 0.0 0.0
H 6.1728 -0.8948 4.1466 0.0 0.0 0.0
H 6.9857 0.6045 2.3057 0.0 0.0 0.0
H 5.4437 1.0856 0.4029 0.0 0.0 0.0
C -0.0413 -4.5339 1.1379 0.2 0.3 -0.2
P -0.5923 -2.7967 1.2090 -0.5 -0.4 0.4
C -2.1539 -2.8004 0.2570 0.2 0.1 0.1
C -1.2004 -2.7114 2.9482 0.1 0.1 -0.1
C -1.7231 -1.3248 3.3150 0.2 0.1 0.0
P -0.4161 -0.0422 3.1019 -0.4 -0.3 0.5
C -1.3264 1.4820 3.5175 0.2 0.0 -0.2
C 0.6233 -0.3072 4.5826 -0.1 0.0 -0.2
H -0.8694 -5.1860 1.4162 0.0 0.0 0.0
H 0.7879 -4.6756 1.8298 0.0 0.0 0.0
H 0.2982 -4.7770 0.1320 0.0 0.0 0.0
H -2.8932 -3.4256 0.7589 0.0 0.0 0.0
H -1.9642 -3.1924 -0.7419 0.0 0.0 0.0
H -2.5260 -1.7791 0.1629 0.0 0.0 0.0
H -0.3626 -2.9855 3.5949 0.0 0.0 0.0
H -1.9782 -3.4687 3.0707 0.0 0.0 0.1
H -2.0666 -1.3028 4.3519 -0.1 0.0 0.0
H -2.5631 -1.0466 2.6733 0.0 0.0 0.0
H -1.7363 1.4046 4.5244 0.0 0.0 0.0
H -2.1347 1.6290 2.8015 0.0 0.0 0.0
H -0.6483 2.3317 3.4567 0.0 0.0 0.0
H 0.0076 -0.2656 5.4817 0.0 0.0 0.0
H 1.3893 0.4670 4.6278 0.0 0.0 0.0
H 1.1164 -1.2740 4.5038 0.0 0.0 0.0
C -3.3806 -2.0533 -3.6773 0.2 0.0 -0.1
C -2.2435 -1.4999 -4.5388 -0.1 0.0 0.2
C -0.8716 -1.6546 -3.8811 -0.3 0.3 0.2
S -0.7778 -0.6270 -2.3651 0.0 0.1 -0.9
O 0.2403 -1.3561 -1.4982 0.3 0.0 0.7
C 0.1224 0.8304 -2.9958 -0.2 -0.3 0.0
C 1.3543 0.5927 -3.8536 0.1 0.1 0.1
C 2.1028 1.9127 -4.0430 0.0 -0.1 0.0
H -4.3471 -1.8895 -4.1516 0.0 0.0 0.0
H -3.3985 -1.5711 -2.6999 -0.1 0.0 0.0
H -3.2564 -3.1279 -3.5279 0.0 0.0 0.0
H -2.4286 -0.4455 -4.7650 0.0 0.0 0.0
H -2.2284 -2.0271 -5.4938 0.1 0.1 0.0
H -0.0625 -1.3727 -4.5472 0.1 -0.1 0.0
H -0.7050 -2.6768 -3.5400 0.0 0.0 0.1
H 0.4349 1.3295 -2.0785 -0.2 0.2 0.2
H -0.6247 1.4560 -3.4914 0.0 0.0 0.0
H 1.0843 0.1967 -4.8324 0.0 0.0 0.0
H 2.0027 -0.1330 -3.3563 0.0 0.0 -0.1
H 1.4624 2.6594 -4.5153 0.0 0.0 0.0
H 2.9785 1.7638 -4.6734 0.0 0.0 0.0
H 2.4362 2.3068 -3.0812 0.0 0.0 0.0
Br -2.9705 6.8989 -2.1973 0.1 -0.2 0.1
C -2.3204 5.3262 -1.3584 -0.1 0.1 0.0
C -1.1074 5.3656 -0.6867 0.0 0.1 0.0
C -0.6397 4.2159 -0.0755 0.0 -0.1 0.1
C -1.3754 3.0361 -0.1452 0.0 -0.1 -0.1
C -2.5942 3.0157 -0.8170 0.1 0.0 0.1
C -3.0736 4.1634 -1.4244 -0.1 0.0 0.0
C -0.7925 1.7694 0.3897 0.0 0.4 -0.1
O -1.3906 0.6677 0.1937 0.3 -0.4 0.1
O 0.3284 1.8191 0.9592 0.1 -0.4 -0.2
H -0.5361 6.2828 -0.6554 0.0 0.0 0.0
H 0.3021 4.2124 0.4559 0.0 0.0 -0.1
H -3.1542 2.0901 -0.8547 0.0 0.0 -0.1
H -4.0174 4.1592 -1.9519 0.0 0.0 0.0
```
Forces are in eV/Å.

- Among the records above, which one has the lowest relative energy (zero: lowest compared OMol25 entry of this formula, charge and spin)?
  C15H30N2O

- Among the records above, which one has the lowest relative energy (zero: lowest compared OMol25 entry of this formula, charge and spin)?
  C15H30N2O

Copy entry 1 word for word.
C15H30N2O | wB97M-V/def2-TZVPD

For the highest occupied orbital energy, the calculation gives -0.327 Ha. As for the SMILES: CN(C)C(=O)NC1CCCCCCCCCCC1. The value obtained for the relative energy (zero: lowest compared OMol25 entry of this formula, charge and spin) is 0.000 eV.

```
48
Properties=species:S:1:pos:R:3:forces:R:3
C -4.3480 0.0320 1.8404 0.2 0.0 0.0
N -4.5360 0.1478 0.4147 -0.2 0.0 0.1
C -5.8909 0.1419 -0.0828 0.0 0.0 -0.2
C -3.5116 0.3532 -0.4720 -0.2 0.0 0.3
O -3.7095 0.5285 -1.6609 0.0 0.0 -0.5
N -2.2592 0.3874 0.0784 0.2 0.0 0.2
C -1.0842 0.4181 -0.7733 0.1 0.1 -0.2
C -0.0455 1.3559 -0.1412 0.0 -0.1 -0.3
C 1.1745 1.5880 -1.0303 0.0 0.1 0.3
C 2.2451 2.4819 -0.3944 0.0 -0.2 0.1
C 2.9775 1.9047 0.8240 0.1 0.1 -0.1
C 4.1793 0.9975 0.5274 -0.1 -0.1 0.0
C 3.9018 -0.2844 -0.2629 0.0 0.1 0.3
C 2.8661 -1.1921 0.4011 0.1 0.0 -0.5
C 2.2801 -2.2257 -0.5613 -0.1 0.0 0.2
C 0.9518 -2.8267 -0.0869 0.0 0.1 0.0
C -0.1743 -1.8162 0.1677 0.1 -0.1 -0.2
C -0.5793 -1.0061 -1.0703 -0.1 0.2 0.1
H -3.7783 0.8769 2.2379 0.0 0.0 0.1
H -5.3252 0.0275 2.3186 0.0 0.0 0.0
H -3.8381 -0.9006 2.1085 0.0 0.0 0.1
H -5.8430 0.2543 -1.1641 -0.1 0.0 0.1
H -6.3862 -0.8010 0.1626 -0.1 0.0 0.0
H -6.4661 0.9708 0.3388 0.0 0.0 0.0
H -2.1190 -0.0073 0.9926 -0.1 0.0 0.1
H -1.4222 0.8523 -1.7207 0.1 0.0 0.2
H 0.2625 0.9547 0.8258 0.0 0.0 0.1
H -0.5369 2.3122 0.0528 0.0 0.0 0.1
H 1.6140 0.6322 -1.2957 0.1 -0.1 -0.1
H 0.8387 2.0643 -1.9548 0.0 -0.1 -0.1
H 2.9864 2.7308 -1.1575 0.0 0.1 0.0
H 1.7652 3.4168 -0.0926 0.0 0.1 -0.1
H 2.2707 1.3863 1.4714 0.0 0.0 0.1
H 3.3655 2.7460 1.4052 -0.1 0.0 0.1
H 4.9217 1.5802 -0.0242 0.1 0.0 0.1
H 4.6282 0.7242 1.4866 0.1 0.0 0.0
H 3.5680 -0.0157 -1.2663 0.0 -0.1 -0.1
H 4.8434 -0.8271 -0.3796 0.0 0.0 -0.1
H 2.0583 -0.5681 0.7700 -0.1 0.1 0.1
H 3.3117 -1.6951 1.2619 0.0 0.0 0.1
H 2.1339 -1.7621 -1.5391 0.1 0.0 -0.1
H 2.9941 -3.0398 -0.7063 0.0 0.0 -0.1
H 0.6151 -3.5458 -0.8375 0.0 -0.1 0.0
H 1.1272 -3.3773 0.8411 0.0 -0.1 0.0
H 0.1322 -1.1463 0.9714 0.0 0.0 0.1
H -1.0407 -2.3719 0.5363 0.0 0.1 0.1
H 0.2583 -0.9273 -1.7594 0.0 0.0 -0.1
H -1.3769 -1.5299 -1.6013 0.0 0.0 -0.1
```
Forces are in eV/Å.